# 1
CH2O4Tb | wB97M-V/def2-TZVPD

Positions of all 8 atoms, in Å:
O -0.852 1.041 0.852
C -1.485 0.228 0.053
O -1.259 -1.061 0.191
O -1.542 0.682 -1.136
Tb 1.144 1.778 -0.041
H 0.180 -1.210 0.091
O 1.491 -0.495 -0.047
H 2.322 -0.963 0.038

Forces on atoms 1 to 2 (eV/Å):
0.470 1.317 2.475
6.098 0.354 -4.315

The spin multiplicity is 8. As for the net charge: 0. The orbital gap (spin up / spin down) is 6.976 / 5.997 eV. The largest force on an atom is 7.48 eV/Å.

# 2
C4H8OS2 | wB97M-V/def2-TZVPD

Positions of all 15 atoms, in Å:
C 1.467 -1.355 -1.762
S 0.166 -2.016 -0.653
S -1.196 -0.178 -1.245
C -1.714 0.246 0.407
C -0.547 0.488 1.419
C 0.463 1.536 1.074
O 0.934 2.271 1.903
H 1.599 -0.305 -1.521
H 1.137 -1.469 -2.798
H 2.410 -1.867 -1.625
H -2.182 1.225 0.322
H -2.254 -0.629 0.761
H 0.054 -0.424 1.431
H -1.111 0.910 2.263
H 0.773 1.566 0.024

Forces on atoms 1 to 2 (eV/Å):
-0.327 -0.057 -0.026
-1.107 2.261 -1.279

As for the net charge: 0. Its SMILES is CSSCCC=O. The orbital gap is 8.183 eV. The largest force on an atom is 2.82 eV/Å. The energy above the lowest of the compared OMol25 structures with the same formula, charge and spin is 33.1 kcal per mole.

# 3
C3H6I2N2O4P | wB97M-V/def2-TZVPD

Positions of all 18 atoms, in Å:
C 2.189 -1.089 0.783
C 1.868 0.307 0.271
C -1.864 0.218 0.215
N 0.722 0.396 -0.511
N -1.732 -1.030 -0.534
O 1.062 -1.917 0.651
O -0.083 2.272 0.980
O 3.212 -1.605 1.068
O -0.976 2.107 -1.443
P -0.547 1.530 -0.205
I 3.850 1.010 -0.569
I -3.770 1.253 -0.237
H 1.608 0.842 1.184
H -2.171 -0.192 1.242
H 0.691 -0.029 -1.446
H -1.631 -0.891 -1.493
H 0.163 -1.611 0.488
H -2.590 -1.572 -0.444

Forces on atoms 1 to 2 (eV/Å):
-2.817 -1.514 -2.335
-0.124 -0.327 0.665

As for the net charge: -1. The orbital gap is 8.420 eV. The largest force on an atom is 3.96 eV/Å. The energy above the lowest of the compared OMol25 structures with the same formula, charge and spin is 0.0 kcal per mole.

# 4
C5H10O | wB97M-V/def2-TZVPD

Positions of all 16 atoms, in Å:
C 1.599 -0.946 0.029
C 0.393 -0.073 0.341
C 0.449 1.442 -0.006
C -0.865 1.331 -0.823
C -0.787 -0.182 -0.627
O -1.370 -1.117 -1.109
H 1.356 -2.003 0.174
H 1.917 -0.814 -1.011
H 2.445 -0.693 0.677
H 0.048 -0.244 1.369
H 0.416 2.121 0.849
H 1.315 1.697 -0.625
H -1.743 1.767 -0.335
H -0.844 1.665 -1.865
H -2.236 -1.995 1.846
H -2.094 -1.958 1.116

Forces on atoms 1 to 2 (eV/Å):
0.034 -0.044 -0.007
0.050 -0.070 0.058

As for the net charge: 0. Its SMILES is C[C@H]1CCC1=O.[H][H]. The orbital gap is 10.461 eV. The largest force on an atom is 0.58 eV/Å. The energy above the lowest of the compared OMol25 structures with the same formula, charge and spin is 38.6 kcal per mole.

# 5
C2H3N3O | wB97M-V/def2-TZVPD

Positions of all 9 atoms, in Å:
O 2.105 -0.308 -0.331
C 0.781 -0.223 -0.120
N 0.150 0.849 0.143
N -1.183 0.724 0.449
C -1.074 -1.736 -0.053
N 0.066 -1.410 -0.211
H 2.478 0.567 -0.145
H -1.639 1.611 0.286
H -1.685 -0.075 -0.019

Forces on atoms 1 to 2 (eV/Å):
-0.108 0.119 0.054
-0.432 0.340 0.096

As for the net charge: 0. The orbital gap is 9.968 eV. The largest force on an atom is 1.64 eV/Å. The energy above the lowest of the compared OMol25 structures with the same formula, charge and spin is 64.5 kcal per mole.

# 6
C4H7NO2S | wB97M-V/def2-TZVPD

Positions of all 15 atoms, in Å:
C -1.068 1.290 0.132
N -0.634 -0.158 -0.132
C -1.638 -1.175 -0.153
C 0.533 -0.575 0.153
O 0.713 -1.801 0.302
C 1.845 0.321 -0.025
O 1.822 1.569 0.080
S 3.297 -0.631 -0.016
H -0.529 1.894 -0.525
H -0.963 1.450 1.323
H -2.102 1.629 -0.160
H -2.036 -1.354 -1.188
H -1.094 -2.107 0.180
H -2.280 -0.937 0.510
H 4.132 0.584 -0.482

Forces on atoms 1 to 2 (eV/Å):
-0.900 -1.281 2.527
-3.970 4.207 -0.489

As for the net charge: 0. Its SMILES is CN(C)C(=O)C(=O)S. The orbital gap is 9.498 eV. The largest force on an atom is 6.89 eV/Å. The energy above the lowest of the compared OMol25 structures with the same formula, charge and spin is 75.9 kcal per mole.

# 7
C4H3ClSi | wB97M-V/def2-TZVPD

Positions of all 9 atoms, in Å:
C -2.575 0.992 0.844
C -1.459 0.556 0.615
Si -0.064 -0.498 0.080
Cl -0.340 -1.126 -1.895
C 1.597 0.170 -0.156
C 2.746 0.171 -0.533
H -3.595 1.129 0.963
H 0.046 -2.020 0.924
H 3.644 0.627 -0.842

Forces on atoms 1 to 2 (eV/Å):
2.682 -1.410 -0.655
-1.017 0.380 0.236

As for the net charge: 0. Its SMILES is C#C[SiH](Cl)C#C. The orbital gap is 10.949 eV. The largest force on an atom is 3.10 eV/Å. The energy above the lowest of the compared OMol25 structures with the same formula, charge and spin is 25.1 kcal per mole.

# 8
C31H32N5O5Sn | wB97M-V/def2-TZVPD

Positions of all 74 atoms, in Å:
Sn -0.269 -0.370 -0.703
C -3.870 -0.190 -2.672
C -3.727 1.134 -1.996
C -4.152 2.300 -2.581
C -3.996 3.527 -1.924
C -3.422 3.602 -0.661
C -2.948 2.466 -0.040
C -2.459 2.489 1.366
C -3.077 1.214 -0.720
N -2.549 0.108 -0.149
C -3.320 -0.934 0.263
O -4.518 -0.870 0.426
C -2.568 -2.189 0.590
C -3.228 -3.242 1.201
C -2.530 -4.413 1.435
C -1.216 -4.506 1.011
C -0.632 -3.407 0.401
N -1.289 -2.264 0.222
C 0.752 -3.535 -0.156
O 1.348 -4.585 -0.083
N 1.290 -2.398 -0.694
C 2.254 -2.486 -1.633
C 2.121 -3.357 -2.768
C 0.914 -4.219 -2.951
C 3.107 -3.333 -3.728
C 4.224 -2.511 -3.591
C 4.374 -1.686 -2.478
C 3.407 -1.647 -1.500
C 3.578 -0.831 -0.266
H -4.357 -0.074 -3.636
H -2.893 -0.658 -2.835
H -4.467 -0.868 -2.061
H -4.614 2.275 -3.558
H -4.343 4.431 -2.405
H -3.358 4.555 -0.156
H -1.985 3.443 1.592
H -3.312 2.374 2.043
H -1.768 1.671 1.573
H -4.266 -3.117 1.473
H -3.008 -5.249 1.922
H -0.628 -5.403 1.129
H -0.002 -3.705 -2.650
H 0.815 -4.508 -3.994
H 1.000 -5.123 -2.347
H 3.009 -3.956 -4.606
H 4.985 -2.516 -4.356
H 5.269 -1.091 -2.369
H 4.613 -0.513 -0.162
H 2.959 0.066 -0.316
H 3.279 -1.390 0.621
C 3.369 2.889 0.191
C 2.391 3.577 1.124
C 1.455 2.639 1.908
C 0.484 3.517 2.734
C -0.237 2.798 3.863
C 2.256 1.802 2.890
O 3.104 2.277 3.596
N 1.924 0.463 2.999
C 1.099 -0.253 2.158
O 0.896 -1.430 2.307
N 0.521 0.452 1.126
C 0.638 1.796 0.952
O 0.056 2.285 -0.004
H 3.990 3.628 -0.312
H 2.853 2.321 -0.586
H 4.035 2.223 0.739
H 1.757 4.263 0.560
H 2.937 4.158 1.869
H -0.230 3.944 2.025
H 1.069 4.348 3.131
H -0.713 1.875 3.527
H -1.015 3.435 4.276
H 0.448 2.548 4.671
H 2.388 -0.065 3.730

Forces on atoms 1 to 2 (eV/Å):
-0.098 -0.152 -0.109
0.038 -0.083 -0.063

As for the net charge: +1. The orbital gap (spin up / spin down) is 5.403 / 5.976 eV. The largest force on an atom is 0.64 eV/Å.